1.
Here is a cluster of 3 separate species, C2H11N2O2 in total in a non-equilibrium geometry from OMol25. Energies are from wB97M-V/def2-TZVPD.

XYZ file:
```
17
Properties=species:S:1:pos:R:3:mulliken_charge:R:1
C -0.64795 1.21290 -1.58328 -0.68
N -0.76518 0.21537 -0.55026 0.18
C -1.71476 0.32321 0.43988 0.07
N -1.44886 0.24920 1.68295 -0.06
H -1.55456 1.82663 -1.59973 0.43
H 0.25635 1.79277 -1.36158 0.34
H -0.55314 0.69870 -2.55759 0.34
H 0.08492 -0.28902 -0.26729 0.30
H -2.75060 0.47799 0.17185 0.44
H -0.55728 -0.21603 1.98808 0.32
H -2.27204 0.15248 2.29669 0.37
H 3.16102 -0.56436 -1.05009 0.33
H 2.25938 -1.77364 -1.44282 0.32
O 2.37089 -1.05903 -0.78296 -0.66
H 1.31522 -1.45244 2.14362 0.36
H 1.75991 -0.86371 0.90999 0.34
O 1.05666 -0.73101 1.56254 -0.74
```

Calculated values
total charge	+2
orbital gap (alpha / beta)	9.917 / 5.735	eV
molar mass	95.12	u
LUMO level (alpha / beta)	-9.95 / -14.13	eV
HOMO energy (alpha / beta)	-19.87 / -19.87	eV
energy above the lowest of the compared OMol25 structures with the same formula, charge and spin	40.9	kcal per mole
multiplicity	2
electronic energy	-9307.2887	eV

***

2.
Here is a cluster of 2 separate species, C13H29FN4O2PS in total in a non-equilibrium geometry from OMol25. Energies are from wB97M-V/def2-TZVPD.

XYZ file:
```
51
Properties=species:S:1:pos:R:3:mulliken_charge:R:1
C 2.85292 -0.78012 2.61420 -1.07
N 2.00220 -0.62918 1.42513 0.42
C 1.43632 -1.87881 0.87708 -0.38
C 2.02899 -2.29683 -0.48291 -0.07
C 0.93540 -2.89332 -1.34371 -0.55
F -0.04264 -1.94446 -1.58481 -0.25
C 1.76467 0.52512 0.88686 -0.71
N 2.27288 1.72501 1.31790 -0.13
C 3.26801 2.34918 0.38095 -0.17
P 5.05798 2.12383 0.85425 0.16
S 6.25813 2.08729 -0.67998 -0.33
C 3.02467 1.71877 -0.99343 -1.21
C 1.53401 1.56717 -1.18071 -0.80
N 0.94294 0.56799 -0.25150 0.66
C -0.42275 1.01322 0.09412 -0.98
C -1.06138 0.29557 1.27720 0.13
C -2.51200 0.78389 1.38018 -0.06
N -3.48739 0.08576 0.56337 -0.59
O -2.82223 1.72191 2.09933 -0.49
H 2.77574 0.05318 3.29519 0.41
H 3.87398 -0.96432 2.30311 0.39
H 2.52634 -1.65804 3.15195 0.37
H 0.36390 -1.80633 0.80978 -0.17
H 1.65454 -2.66103 1.59028 0.49
H 2.40716 -1.40560 -0.97038 -0.08
H 2.83494 -3.00759 -0.35781 0.40
H 1.32111 -3.23877 -2.29396 0.39
H 0.46354 -3.71588 -0.81140 0.32
H 2.53908 1.74341 2.29221 0.37
H 3.08055 3.41684 0.36406 0.56
H 5.39437 3.17316 1.72294 0.12
H 5.15892 0.95560 1.62834 0.00
H 3.58127 0.79131 -1.09242 0.43
H 3.40704 2.37688 -1.76090 0.57
H 1.29916 1.30002 -2.20423 0.49
H 1.08280 2.54514 -1.01491 0.40
H -0.47039 2.08498 0.28270 0.32
H -1.02339 0.82175 -0.79064 0.53
H -0.56645 0.60154 2.19362 0.28
H -1.08375 -0.77782 1.15211 0.12
H -3.18039 0.20074 -0.40030 0.40
H -3.36915 -0.90840 0.74107 0.36
C -6.62945 -0.03019 -2.48452 -0.98
C -6.56243 -1.16712 -1.48344 -0.20
O -5.27026 -1.77750 -1.45673 -0.50
H -6.38042 -0.38807 -3.48376 0.27
H -7.62559 0.41189 -2.50945 0.33
H -5.91390 0.75446 -2.22448 0.31
H -7.26328 -1.95510 -1.75078 0.29
H -6.81751 -0.81110 -0.48063 0.26
H -4.63883 -1.10002 -1.21015 0.21
```

Calculated values
total charge	+1
orbital gap	8.244	eV
molar mass	355.44	u
LUMO level	-3.68	eV
HOMO energy	-11.92	eV
electronic energy	-46840.7600	eV